1.
C10H19ClSi | ωB97M-V/def2-TZVPD

Positions of all 31 atoms, in Å:
C (-0.179, 2.656, 1.013)
C (-1.364, 2.818, 0.038)
C (0.861, 1.613, 0.445)
C (-1.934, 1.518, -0.532)
C (-2.667, -0.908, -1.371)
C (0.206, 0.336, -0.052)
C (-1.097, 0.306, -0.489)
C (2.682, -1.253, 1.309)
C (1.971, -1.674, -1.605)
C (0.017, -2.744, 0.991)
Si (1.116, -1.379, 0.108)
Cl (-3.872, -0.867, -0.211)
H (0.302, 3.563, 1.121)
H (-0.593, 2.346, 1.942)
H (-2.117, 3.476, 0.464)
H (-1.072, 3.418, -0.843)
H (1.420, 1.989, -0.329)
H (1.587, 1.396, 1.302)
H (-2.864, 1.249, -0.119)
H (-2.078, 1.688, -1.607)
H (-2.858, -0.298, -2.233)
H (-2.190, -1.919, -1.662)
H (2.377, -1.249, 2.362)
H (3.432, -1.899, 0.979)
H (3.142, -0.258, 1.136)
H (2.812, -2.281, -1.544)
H (1.168, -1.953, -2.302)
H (2.288, -0.734, -2.020)
H (0.768, -3.618, 1.234)
H (-0.295, -2.288, 1.955)
H (-0.969, -3.050, 0.519)

Properties
**<S²>**: 2.017
**HOMO energy (alpha / beta)**: -5.93 / -8.61 eV
**2S+1**: 3
**E_tot**: -1141.8666 Ha

***

2.
C11H24BrN2O6P2S2 | ωB97M-V/def2-TZVPD

Positions of all 48 atoms, in Å:
N (-0.430, 1.962, -1.929)
P (-1.924, 2.398, -1.535)
P (-3.524, 1.098, -2.439)
C (-4.537, 0.950, -0.777)
C (-5.774, 1.816, -0.906)
O (-5.946, 2.857, -0.379)
Br (-7.197, 1.062, -2.052)
N (-2.546, -0.452, -2.107)
C (-2.168, -0.579, -0.969)
O (-1.655, -0.605, 0.088)
H (0.049, 2.703, -2.423)
H (-2.149, 3.710, -2.049)
H (-2.036, 2.409, -0.107)
H (-2.824, 1.295, -3.695)
H (-4.268, 2.334, -2.735)
H (-4.568, 0.351, -3.101)
H (-4.031, 1.332, 0.113)
H (-4.914, -0.065, -0.625)
C (3.401, -1.968, -0.995)
C (1.894, -2.121, -1.230)
C (1.366, -0.775, -1.753)
S (2.741, -0.003, -2.607)
O (3.132, 1.193, -1.899)
O (2.494, 0.009, -4.029)
C (3.943, -1.280, -2.243)
H (3.887, -2.929, -0.827)
H (3.574, -1.345, -0.116)
H (1.719, -2.900, -1.978)
H (1.377, -2.419, -0.321)
H (0.542, -0.900, -2.450)
H (1.062, -0.111, -0.948)
H (4.923, -0.828, -2.103)
H (3.963, -1.964, -3.092)
C (0.549, 0.581, 3.799)
C (2.020, 0.528, 4.231)
C (2.422, -0.949, 4.304)
S (1.374, -1.808, 3.125)
O (0.514, -2.712, 3.850)
O (2.173, -2.265, 2.013)
C (0.424, -0.383, 2.624)
H (0.246, 1.588, 3.518)
H (-0.091, 0.252, 4.621)
H (2.634, 1.042, 3.489)
H (2.179, 1.025, 5.188)
H (3.463, -1.106, 4.031)
H (2.229, -1.373, 5.288)
H (-0.599, -0.681, 2.411)
H (0.886, 0.027, 1.725)

Properties
**HOMO energy**: -4.42 eV
**E_tot**: -5047.5429 Ha
**Charge**: -1

***

3.
C4H7ClOS | ωB97M-V/def2-TZVPD

Positions of all 14 atoms, in Å:
C (0.893, 0.732, -0.699)
C (-0.464, 0.069, -0.054)
C (-1.777, 0.517, -0.444)
C (-0.498, -1.027, 0.974)
O (3.199, 1.382, 0.140)
S (2.189, 0.310, 0.344)
Cl (2.999, -1.489, -0.581)
H (1.063, 1.363, -1.534)
H (-1.751, 1.525, -0.916)
H (-2.485, 0.590, 0.322)
H (-2.029, -0.135, -1.377)
H (-1.334, -0.838, 1.706)
H (-0.492, -2.083, 0.639)
H (0.488, -0.917, 1.481)

Properties
**HOMO energy (alpha / beta)**: -9.17 / -9.17 eV
**E_tot**: -1090.1069 Ha

***

4.
C30H47AsClN5O5SScSeSi | ωB97M-V/def2-TZVPD

Positions of all 93 atoms, in Å:
Sc (-0.624, 0.468, 0.734)
O (-4.304, -0.353, 0.401)
Cl (-3.308, -0.091, 1.371)
O (-3.761, -0.214, 2.702)
O (-2.120, -0.984, 1.136)
O (-2.677, 1.243, 1.143)
C (-1.215, -4.464, -3.721)
C (-1.604, -3.317, -2.804)
N (-1.261, -3.618, -1.414)
C (-0.525, -2.872, -0.591)
S (0.227, -1.413, -1.127)
N (-0.348, -3.282, 0.659)
C (-0.931, -4.464, 1.279)
C (-0.148, -5.739, 0.988)
H (-1.495, -4.229, -4.748)
H (-1.721, -5.390, -3.444)
H (-0.139, -4.635, -3.687)
H (-2.677, -3.121, -2.862)
H (-1.078, -2.405, -3.076)
H (-1.653, -4.469, -1.040)
H (0.178, -2.638, 1.241)
H (-1.976, -4.559, 0.971)
H (-0.954, -4.269, 2.350)
H (-0.076, -5.931, -0.084)
H (-0.632, -6.595, 1.457)
H (0.865, -5.661, 1.382)
C (1.491, 2.970, 3.223)
As (-0.267, 2.570, 2.535)
C (-1.022, 4.354, 2.476)
C (-1.201, 1.828, 4.106)
C (-0.974, 2.606, 5.365)
C (0.100, 2.301, 6.199)
C (0.317, 3.015, 7.367)
C (-0.541, 4.047, 7.721)
C (-1.619, 4.355, 6.904)
C (-1.834, 3.637, 5.735)
H (1.391, 3.468, 4.186)
H (2.008, 3.627, 2.526)
H (2.050, 2.044, 3.334)
H (-0.969, 4.788, 3.473)
H (-2.057, 4.318, 2.141)
H (-0.445, 4.965, 1.784)
H (-0.852, 0.802, 4.203)
H (-2.259, 1.803, 3.843)
H (0.767, 1.487, 5.930)
H (1.154, 2.762, 8.005)
H (-0.377, 4.602, 8.635)
H (-2.301, 5.149, 7.180)
H (-2.690, 3.869, 5.111)
C (4.209, -0.932, 1.909)
Si (2.889, -1.523, 3.050)
C (2.584, -3.344, 2.943)
C (3.015, -0.930, 4.795)
Se (0.956, -0.606, 2.260)
H (5.184, -1.365, 2.152)
H (4.293, 0.154, 1.958)
H (3.947, -1.215, 0.889)
H (3.374, -3.918, 3.436)
H (2.535, -3.656, 1.898)
H (1.637, -3.585, 3.432)
H (3.653, -1.587, 5.393)
H (2.019, -0.925, 5.240)
H (3.427, 0.080, 4.845)
C (1.350, -2.555, -6.120)
C (1.054, -1.079, -6.128)
C (1.684, -0.208, -5.247)
C (1.444, 1.160, -5.273)
C (0.531, 1.682, -6.177)
N (0.199, 3.062, -6.246)
C (0.252, 4.039, -5.284)
O (0.336, 5.214, -5.553)
N (0.226, 3.617, -3.947)
C (-0.593, 2.659, -3.352)
C (-1.594, 1.946, -4.007)
C (-2.292, 0.973, -3.314)
C (-1.984, 0.720, -1.995)
N (-1.048, 1.429, -1.351)
C (-0.383, 2.377, -2.008)
C (-0.102, 0.826, -7.073)
C (0.163, -0.533, -7.050)
H (1.893, -2.843, -5.220)
H (1.961, -2.833, -6.980)
H (0.433, -3.145, -6.170)
H (2.390, -0.602, -4.525)
H (1.974, 1.811, -4.593)
H (0.075, 3.450, -7.169)
H (0.580, 4.342, -3.340)
H (-1.829, 2.151, -5.040)
H (-3.074, 0.407, -3.802)
H (-2.506, -0.046, -1.438)
H (0.377, 2.917, -1.453)
H (-0.814, 1.228, -7.785)
H (-0.341, -1.182, -7.756)

Properties
**HOMO energy**: -10.58 eV
**E_tot**: -8366.9360 Ha
**Charge**: +1

***

5.
C7H8BrFN2O3 | ωB97M-V/def2-TZVPD

Positions of all 22 atoms, in Å:
C (0.467, 0.565, -1.884)
C (-0.258, -0.675, -1.634)
C (1.597, 0.985, -1.368)
C (-1.603, 1.599, 0.403)
C (-2.088, 0.580, 1.143)
C (0.037, -1.425, -0.543)
C (1.427, -2.523, 1.029)
N (2.727, 1.413, -1.057)
N (-0.756, 2.516, 1.001)
O (-0.416, 2.262, 2.141)
O (-0.425, 3.473, 0.324)
O (1.084, -1.382, 0.224)
F (-0.786, -2.470, -0.191)
Br (-3.378, -0.465, 0.341)
H (0.140, 1.178, -2.588)
H (-1.245, -0.968, -2.255)
H (-1.952, 1.868, -0.553)
H (-1.908, 0.271, 2.147)
H (2.397, -2.378, 1.601)
H (1.627, -3.433, 0.356)
H (0.437, -2.934, 1.554)
H (2.875, 1.943, -0.191)

Properties
**<S²>**: 2.019
**HOMO energy (alpha / beta)**: -4.72 / -8.55 eV
**2S+1**: 3
**E_tot**: -3280.2818 Ha

***

6.
C5H8N2 | ωB97M-V/def2-TZVPD

Positions of all 15 atoms, in Å:
C (1.376, -0.575, 1.565)
C (1.016, -0.621, 0.093)
C (-0.266, -1.339, -0.093)
N (-0.345, 0.138, -0.106)
C (-0.682, 0.764, -1.386)
C (-0.870, 2.215, -1.272)
N (-1.074, 3.351, -1.205)
H (0.512, -0.607, 2.266)
H (1.997, 0.287, 1.833)
H (1.970, -1.474, 1.773)
H (-0.813, 0.547, 0.701)
H (-0.512, -1.785, -1.058)
H (-0.840, -1.768, 0.738)
H (0.141, 0.537, -2.071)
H (-1.611, 0.331, -1.777)

Properties
**HOMO energy**: -7.72 eV
**E_tot**: -304.6880 Ha